1.
Below is C50H42As2Cl2GeIrN as an isolated structure at a distorted geometry, with properties calculated with ωB97M-V/def2-TZVPD.

Last column: Löwdin charge in e.
Geometry (Å):
Ir 0.2165 -0.0615 0.3769  0.651
C 0.2579 -2.3020 -2.4856  -0.388
C 1.3871 -1.3938 -2.9584  -0.361
As 1.4937 0.1902 -1.7937  1.225
C 3.2839 0.2429 -1.0699  -0.406
C 4.3708 -0.2838 -1.7626  -0.090
C 5.6456 -0.1711 -1.2313  -0.052
C 5.8446 0.4763 -0.0144  -0.051
C 4.7675 1.0312 0.6605  -0.060
C 3.4872 0.9227 0.1281  -0.145
C 1.5146 1.6395 -3.0777  -0.384
C 2.5131 2.6057 -3.0349  -0.090
C 2.5704 3.5670 -4.0380  -0.053
C 1.6399 3.5626 -5.0649  -0.054
C 0.6324 2.6057 -5.0926  -0.056
C 0.5602 1.6483 -4.0935  -0.117
As 0.2075 -2.3487 -0.5359  1.145
C 1.8736 -3.1392 0.0114  -0.388
C 2.6565 -2.5743 1.0116  -0.120
C 3.8363 -3.1959 1.3979  -0.054
C 4.2317 -4.3740 0.7815  -0.048
C 3.4481 -4.9397 -0.2175  -0.050
C 2.2648 -4.3286 -0.6004  -0.094
C -1.1055 -3.6639 -0.0626  -0.389
C -0.8324 -4.6024 0.9307  -0.124
C -1.7349 -5.6290 1.1630  -0.052
C -2.8913 -5.7264 0.3983  -0.047
C -3.1614 -4.7861 -0.5863  -0.059
C -2.2745 -3.7440 -0.8138  -0.109
H 0.3042 -3.3104 -2.8896  0.091
H -0.7029 -1.8743 -2.7715  0.068
H 1.1992 -1.0680 -3.9773  0.079
H 2.3683 -1.8664 -2.9270  0.069
H 4.2457 -0.7755 -2.7195  0.106
H 6.4890 -0.5789 -1.7739  0.117
H 6.8442 0.5648 0.3925  0.117
H 4.9181 1.5646 1.5919  0.109
H 2.6620 1.4220 0.6313  0.057
H 3.2453 2.6196 -2.2398  0.105
H 3.3512 4.3167 -4.0148  0.118
H 1.6950 4.3102 -5.8463  0.119
H -0.0988 2.6074 -5.8910  0.118
H -0.2395 0.9163 -4.1139  0.106
H 2.3655 -1.6487 1.4901  0.071
H 4.4460 -2.7576 2.1778  0.116
H 5.1524 -4.8589 1.0820  0.118
H 3.7556 -5.8616 -0.6939  0.118
H 1.6507 -4.7899 -1.3636  0.113
H 0.0804 -4.5482 1.5083  0.099
H -1.5270 -6.3634 1.9314  0.118
H -3.5816 -6.5433 0.5676  0.118
H -4.0659 -4.8604 -1.1770  0.117
H -2.5053 -3.0038 -1.5721  0.098
C -2.2134 5.2209 -2.5609  -0.059
C -0.9334 4.7292 -2.3603  -0.069
C -0.7378 3.6024 -1.5688  -0.116
C -1.8155 2.9615 -0.9702  -0.310
C -3.1006 3.4873 -1.1504  -0.113
C -3.2983 4.6020 -1.9492  -0.059
Ge -1.8231 1.4626 0.2579  0.945
C -3.1276 0.1252 -0.2604  -0.326
C -3.6590 -0.7795 0.6656  -0.139
C -4.7309 -1.5886 0.3250  -0.073
C -5.2634 -1.5315 -0.9576  -0.066
C -4.7143 -0.6745 -1.9032  -0.066
C -3.6537 0.1527 -1.5558  -0.113
C -2.1369 2.2259 2.0067  -0.324
C -1.2792 3.2262 2.4677  -0.144
C -1.5167 3.8500 3.6831  -0.077
C -2.6172 3.4816 4.4487  -0.063
C -3.4803 2.4936 3.9965  -0.064
C -3.2407 1.8646 2.7799  -0.095
H -2.3680 6.0986 -3.1756  0.114
H -0.0820 5.2283 -2.8076  0.108
H 0.2728 3.2679 -1.3786  0.079
H -3.9590 3.0316 -0.6644  0.110
H -4.2981 4.9940 -2.0869  0.114
H -3.2723 -0.8156 1.6781  0.071
H -5.1581 -2.2595 1.0613  0.117
H -6.1125 -2.1519 -1.2189  0.116
H -5.1322 -0.6267 -2.9016  0.114
H -3.2633 0.8526 -2.2866  0.099
H -0.4256 3.5338 1.8707  0.091
H -0.8531 4.6337 4.0292  0.109
H -2.8086 3.9763 5.3927  0.113
H -4.3463 2.2182 4.5858  0.112
H -3.9331 1.1063 2.4324  0.087
Cl -0.6569 -1.7112 2.7225  0.792
C 0.1696 -0.6351 3.7857  -0.545
C 0.3049 -0.9410 5.1115  -0.068
C 0.9930 -0.0439 5.9353  0.003
C 1.5426 1.1351 5.4482  -0.068
C 1.4247 1.4368 4.1086  -0.575
Cl 2.1117 2.8718 3.4941  0.798
C 0.7321 0.5545 3.2194  -0.432
N 0.6444 0.8139 1.9174  -0.151
H -0.1181 -1.8517 5.5147  0.123
H 1.1086 -0.2827 6.9858  0.132
H 2.0694 1.8138 6.1056  0.124

Results
Lowest unoccupied orbital energy (alpha / beta) in eV: -7.54 / -7.58
Spin multiplicity: 1
Total energy in hartree: -9557.89870
Total charge: +2
Highest occupied orbital energy (alpha / beta) in eV: -13.3 / -13.4
Orbital gap (alpha / beta) in eV: 5.80 / 5.78
Energy above the lowest of the compared OMol25 structures with the same formula, charge and spin in eV: 0.864

***

2.
Below is C50H42O2P2SSbSe4Y as an isolated structure at a distorted geometry, with properties calculated with ωB97M-V/def2-TZVPD.

Last column: Löwdin charge in e.
Geometry (Å):
Y 1.1609 0.1842 0.0085  0.867
O 1.5687 1.0685 -3.0911  -0.093
C 0.4848 1.5151 -3.8520  -0.234
C 0.5946 1.8739 -5.1897  0.011
C -0.5120 2.3942 -5.8447  -0.034
C -1.7187 2.5708 -5.1814  -0.048
C -1.8167 2.1732 -3.8614  -0.070
C -0.7297 1.6067 -3.1880  -0.278
P -0.9545 1.0024 -1.4921  1.031
C -1.7235 2.4797 -0.7502  -0.378
C -0.8831 3.5146 -0.3478  -0.109
C -1.4001 4.7501 0.0149  -0.058
C -2.7738 4.9582 -0.0381  -0.068
C -3.6218 3.9258 -0.4127  -0.057
C -3.0984 2.6829 -0.7578  -0.091
C -2.2387 -0.2721 -1.5560  -0.370
C -2.7028 -0.8028 -0.3500  -0.101
C -3.6458 -1.8190 -0.3480  -0.058
C -4.1165 -2.3351 -1.5506  -0.061
C -3.6449 -1.8233 -2.7508  -0.059
C -2.7082 -0.7927 -2.7580  -0.069
C 2.6085 0.4095 -3.7478  -0.286
C 3.4694 1.0935 -4.5892  -0.014
C 4.4289 0.3741 -5.2874  -0.032
C 4.5266 -1.0045 -5.1311  -0.042
C 3.7151 -1.6476 -4.2113  -0.058
C 2.7452 -0.9434 -3.4874  -0.281
P 1.9198 -1.6513 -2.0140  1.013
C 3.2559 -2.7796 -1.4605  -0.424
C 3.1450 -4.1511 -1.6601  -0.157
C 4.1504 -5.0163 -1.2201  -0.192
C 5.2728 -4.5094 -0.5853  -0.084
C 5.3957 -3.1327 -0.3964  -0.101
C 4.3898 -2.2827 -0.8303  -0.138
C 0.6234 -2.7849 -2.5902  -0.383
C 0.4140 -2.9542 -3.9595  -0.073
C -0.5792 -3.8124 -4.4212  -0.055
C -1.3664 -4.5105 -3.5162  -0.062
C -1.1702 -4.3350 -2.1506  -0.064
C -0.1897 -3.4672 -1.6855  -0.108
H 1.5138 1.7577 -5.7353  0.106
H -0.4176 2.6812 -6.8849  0.122
H -2.5720 3.0005 -5.6900  0.119
H -2.7626 2.2850 -3.3439  0.112
H 0.1981 3.3899 -0.3684  0.097
H -0.7407 5.5551 0.3122  0.114
H -3.1825 5.9291 0.2158  0.117
H -4.6916 4.0906 -0.4479  0.118
H -3.7651 1.8805 -1.0545  0.113
H -2.3452 -0.3986 0.5886  0.078
H -4.0175 -2.2084 0.5917  0.113
H -4.8459 -3.1359 -1.5504  0.117
H -4.0104 -2.2205 -3.6896  0.117
H -2.3519 -0.4064 -3.7035  0.106
H 3.4037 2.1687 -4.6869  0.133
H 5.1024 0.8958 -5.9567  0.122
H 5.2599 -1.5666 -5.6938  0.119
H 3.8555 -2.7061 -4.0319  0.117
H 2.2677 -4.5582 -2.1484  0.107
H 4.0577 -6.0827 -1.3848  0.107
H 6.0554 -5.1786 -0.2512  0.125
H 6.2768 -2.7275 0.0856  0.109
H 4.5121 -1.2207 -0.6708  0.105
H 1.0246 -2.4226 -4.6759  0.101
H -0.7293 -3.9386 -5.4862  0.115
H -2.1315 -5.1896 -3.8734  0.117
H -1.7788 -4.8801 -1.4393  0.117
H -0.0584 -3.3401 -0.6152  0.081
Se 1.4300 -4.1434 4.4723  0.024
Sb 2.6608 -3.6852 2.5446  -0.218
Se 4.9924 -3.1188 3.1013  0.251
Se 2.3827 -5.5673 0.9797  0.375
Se 1.7820 -1.6573 1.3350  0.154
O -0.3036 0.7503 1.5643  -0.736
S -0.2946 0.2960 3.1057  0.986
C 0.6332 1.5853 3.9110  -0.277
C 0.7810 1.3290 5.3891  -0.282
C 0.4609 2.3390 6.2913  -0.053
C 0.5729 2.1124 7.6540  -0.058
C 0.9807 0.8695 8.1232  -0.057
C 1.3058 -0.1383 7.2247  -0.056
C 1.2174 0.0890 5.8591  -0.049
C -1.9424 0.5195 3.7964  -0.255
C -2.4740 1.8757 4.1766  -0.271
C -2.6065 2.1501 5.5342  -0.052
C -3.1253 3.3634 5.9674  -0.057
C -3.5240 4.3106 5.0367  -0.059
C -3.3963 4.0376 3.6787  -0.060
C -2.8655 2.8290 3.2423  -0.029
H 0.1288 2.5313 3.6959  0.109
H 1.5911 1.5445 3.3881  0.098
H 0.1288 3.3066 5.9293  0.122
H 0.3384 2.9039 8.3533  0.115
H 1.0470 0.6894 9.1891  0.114
H 1.6309 -1.1045 7.5868  0.113
H 1.4965 -0.7039 5.1695  0.090
H -1.8745 -0.1195 4.6806  0.106
H -2.5572 -0.0030 3.0574  0.100
H -2.3194 1.3979 6.2639  0.123
H -3.2251 3.5627 7.0268  0.116
H -3.9478 5.2521 5.3645  0.114
H -3.7295 4.7690 2.9564  0.100
H -2.7765 2.6253 2.1809  0.100

Results
Lowest unoccupied orbital energy (alpha / beta) in eV: -6.59 / -6.99
Spin multiplicity: 1
Total energy in hartree: -13045.75950
Total charge: +2
Highest occupied orbital energy (alpha / beta) in eV: -12.7 / -12.6
Orbital gap (alpha / beta) in eV: 6.12 / 5.64
Energy above the lowest of the compared OMol25 structures with the same formula, charge and spin in eV: 4.727